(1)
{
  "formula": "H12LiO6",
  "method": "ωB97M-V/def2-TZVPD",
  "e_homo_ha": -0.5423,
  "homo_lumo_gap_ha": 0.423,
  "total_charge": 1,
  "relative_energy_kj_mol": 144.4,
  "species": ["Li", "O", "H", "H", "O", "H", "H", "O", "H", "H", "O", "H", "H", "O", "H", "H", "O", "H", "H"],
  "coordinates": [[0.292, 0.066, 0.452], [-0.811, -1.230, -2.497], [-0.519, -1.624, -3.310], [-0.250, -0.563, -2.329], [1.783, -0.798, -0.565], [2.093, -0.180, -1.264], [2.362, -1.507, -0.891], [-0.363, 1.387, -1.270], [0.017, 2.205, -1.058], [-1.015, 1.523, -2.002], [0.073, 2.093, 1.977], [-0.821, 2.239, 2.551], [0.883, 2.352, 2.375], [-1.814, -0.592, 0.324], [-2.505, -0.730, 1.048], [-2.277, -0.205, -0.500], [0.862, -1.240, 2.123], [0.258, -1.808, 2.528], [1.746, -1.389, 2.312]],
  "forces_ev_per_a": [[-0.6, -0.4, 0.4], [-3.3, -3.3, -0.5], [0.1, -0.4, -0.6], [3.2, 3.7, 1.0], [1.3, 0.7, -1.7], [-0.7, 0.4, 0.7], [-0.5, -0.7, 0.9], [-1.3, -2.0, -1.1], [0.6, 2.1, 0.3], [0.9, 0.0, 1.0], [-4.3, -0.6, 0.0], [4.0, -0.3, -1.7], [0.5, 0.6, 1.3], [-1.8, 0.7, -0.2], [1.3, 0.4, -1.8], [0.9, -1.1, 2.2], [-1.5, 2.7, -2.3], [-0.9, -1.6, 1.2], [2.3, -0.9, 0.9]],
  "nbo_charge": [0.92, -0.93, 0.48, 0.45, -0.97, 0.48, 0.51, -0.99, 0.50, 0.51, -1.00, 0.52, 0.50, -1.00, 0.50, 0.51, -0.97, 0.50, 0.49]
}



(2)
{
  "formula": "C62H49AsCsN2O7P2S",
  "method": "ωB97M-V/def2-TZVPD",
  "e_homo_ha": -0.1981,
  "homo_lumo_gap_ha": 0.270,
  "total_charge": -1,
  "relative_energy_kj_mol": 0.0,
  "species": ["Cs", "O", "S", "C", "C", "C", "C", "C", "C", "P", "C", "C", "C", "C", "C", "C", "C", "C", "C", "C", "C", "C", "C", "C", "C", "C", "C", "C", "P", "C", "C", "C", "C", "C", "C", "C", "C", "C", "C", "C", "C", "H", "H", "H", "H", "H", "H", "H", "H", "H", "H", "H", "H", "H", "H", "H", "H", "H", "H", "H", "H", "H", "H", "H", "H", "H", "H", "H", "H", "O", "C", "C", "C", "C", "C", "C", "C", "O", "N", "O", "O", "H", "H", "H", "H", "O", "H", "H", "O", "H", "H", "N", "C", "C", "C", "C", "C", "C", "C", "As", "C", "C", "C", "C", "C", "C", "C", "C", "C", "C", "C", "C", "H", "H", "H", "H", "H", "H", "H", "H", "H", "H", "H", "H", "H"],
  "coordinates": [[18.236, 15.842, 11.900], [16.243, 13.484, 11.782], [15.252, 12.747, 12.639], [14.185, 11.778, 11.562], [12.870, 11.531, 11.907], [12.193, 10.510, 11.240], [12.718, 9.831, 10.173], [13.946, 10.239, 9.673], [14.725, 11.175, 10.426], [16.548, 11.414, 10.071], [17.023, 10.085, 8.917], [16.812, 10.182, 7.524], [17.087, 9.048, 6.706], [17.567, 7.837, 7.225], [17.810, 7.777, 8.630], [17.604, 8.913, 9.421], [16.378, 12.808, 8.939], [15.196, 13.111, 8.251], [15.149, 14.082, 7.219], [16.303, 14.808, 6.987], [17.441, 14.621, 7.764], [17.499, 13.582, 8.665], [14.156, 14.113, 13.210], [14.342, 14.287, 14.576], [13.997, 15.479, 15.238], [13.230, 16.322, 14.509], [12.900, 16.070, 13.141], [13.444, 15.013, 12.452], [13.235, 14.830, 10.527], [12.745, 16.580, 10.117], [13.712, 17.598, 10.237], [13.435, 18.875, 9.771], [12.173, 19.135, 9.266], [11.237, 18.112, 9.081], [11.505, 16.839, 9.628], [11.594, 14.053, 10.481], [10.643, 14.357, 11.457], [9.321, 13.985, 11.252], [8.988, 13.376, 10.068], [9.885, 13.076, 9.098], [11.209, 13.412, 9.338], [12.390, 12.189, 12.639], [11.167, 10.323, 11.554], [12.176, 9.092, 9.590], [14.480, 9.734, 8.882], [16.447, 11.105, 7.185], [16.956, 9.189, 5.639], [17.712, 6.968, 6.551], [18.243, 6.890, 9.004], [17.716, 8.840, 10.505], [14.321, 12.594, 8.502], [14.282, 14.309, 6.632], [16.243, 15.550, 6.231], [18.356, 15.150, 7.623], [18.433, 13.509, 9.055], [14.915, 13.508, 15.092], [14.391, 15.704, 16.257], [12.918, 17.283, 14.927], [12.402, 16.871, 12.586], [14.720, 17.369, 10.624], [14.181, 19.660, 9.948], [11.940, 20.123, 8.893], [10.237, 18.328, 8.554], [10.707, 16.134, 9.595], [10.969, 14.886, 12.394], [8.723, 14.258, 12.101], [7.977, 13.056, 9.913], [9.660, 12.560, 8.211], [12.031, 13.193, 8.630], [20.830, 13.419, 12.970], [20.876, 12.610, 12.058], [20.860, 12.860, 10.640], [20.478, 11.769, 9.791], [20.387, 11.901, 8.396], [20.595, 13.112, 7.804], [20.932, 14.192, 8.590], [21.124, 14.182, 10.069], [21.339, 15.236, 10.768], [20.276, 10.775, 7.521], [19.994, 10.973, 6.363], [20.355, 9.601, 7.955], [20.870, 11.455, 12.359], [20.354, 10.868, 10.360], [20.407, 13.239, 6.734], [21.034, 15.085, 8.047], [17.115, 16.646, 15.377], [17.910, 17.001, 14.903], [16.335, 16.988, 14.828], [17.346, 17.746, 9.956], [17.844, 18.478, 9.561], [16.856, 18.170, 10.701], [15.963, 18.971, 11.989], [15.948, 18.309, 12.941], [20.870, 25.309, 13.346], [19.606, 25.299, 12.753], [18.880, 24.137, 12.615], [19.441, 22.917, 13.011], [20.710, 22.884, 13.595], [21.409, 24.071, 13.692], [18.089, 21.465, 12.920], [18.453, 21.381, 11.003], [17.935, 22.182, 10.041], [18.376, 21.942, 8.717], [19.452, 21.064, 8.477], [20.070, 20.354, 9.512], [19.427, 20.387, 10.751], [19.837, 19.572, 11.829], [20.693, 18.459, 11.699], [21.064, 17.727, 12.853], [20.562, 18.094, 14.082], [19.670, 19.192, 14.200], [19.358, 19.952, 13.119], [21.470, 26.219, 13.510], [19.118, 26.225, 12.475], [17.919, 24.137, 12.137], [21.102, 21.949, 14.039], [22.401, 24.043, 14.137], [17.228, 23.028, 10.232], [17.895, 22.553, 7.934], [19.723, 20.842, 7.451], [20.882, 19.615, 9.296], [21.005, 18.218, 10.718], [21.667, 16.814, 12.798], [20.736, 17.461, 14.990], [19.281, 19.505, 15.145]],
  "forces_ev_per_a": [[0.2, -0.5, 0.1], [-0.2, -0.2, 0.4], [-0.4, 1.4, -0.4], [0.1, 0.2, -0.6], [-0.1, -0.1, 0.0], [-1.4, 0.8, 1.1], [0.6, 0.2, -1.4], [1.4, 0.6, 1.8], [0.4, -1.4, -0.6], [0.1, 0.0, 0.7], [-0.4, -0.5, -1.3], [1.0, -2.6, 1.1], [0.0, 1.0, 0.4], [-0.4, 0.7, 0.9], [-0.3, 1.4, -1.9], [-0.9, -0.7, 0.3], [-0.2, 0.4, -0.7], [0.9, 1.0, -1.0], [1.2, -0.8, 1.5], [-0.2, 0.1, 0.4], [-0.6, -0.6, -0.6], [-2.2, 0.9, -1.2], [0.7, -1.7, 1.2], [1.0, -0.2, 0.5], [0.6, -1.4, 0.5], [-1.0, 1.5, -1.3], [0.6, 1.3, 1.0], [-0.6, 0.1, -2.0], [0.8, 0.6, 1.5], [1.4, -0.8, 1.0], [0.5, -0.6, -0.6], [0.3, -0.1, 1.2], [-0.6, -0.2, -1.2], [-1.0, 0.4, 0.2], [-1.1, 1.9, -1.5], [-0.1, 1.1, 1.1], [0.3, 0.0, 0.6], [1.8, 0.9, 1.1], [-2.1, -0.5, 0.3], [1.9, 0.3, 0.5], [1.1, -0.4, -1.2], [0.0, -0.6, 0.0], [0.2, -0.1, -0.1], [-0.2, 0.0, 0.4], [-0.4, 0.0, -0.4], [-0.4, 0.8, -1.0], [-0.1, -0.3, 0.0], [0.0, 0.7, 0.7], [0.3, -0.8, 0.7], [0.3, 0.0, -0.2], [-1.1, -0.8, 0.2], [-0.5, -0.2, 0.0], [0.3, 0.7, -0.6], [0.3, 0.6, -0.3], [2.3, -1.0, 1.8], [-0.1, 0.4, -0.1], [-0.6, -0.3, -0.9], [0.0, -0.3, -0.1], [-0.1, -0.4, 0.3], [-0.8, 0.1, -0.2], [-0.4, -0.3, -0.3], [0.0, 0.1, 0.0], [1.6, -0.4, 1.0], [-0.2, -0.6, -0.1], [-0.6, -0.6, -1.1], [-1.1, -0.3, -0.3], [-0.6, 0.0, 0.0], [-0.6, -0.5, -1.0], [-0.8, 0.0, 0.1], [0.2, -0.3, -0.6], [-0.5, -1.4, 1.8], [-0.5, -0.4, -2.0], [1.3, 1.4, 0.7], [0.4, -1.9, 1.7], [0.2, 2.3, 0.1], [0.1, -0.8, 0.7], [-0.8, 1.1, 0.1], [-0.3, -1.8, -1.6], [-1.2, -2.6, 1.0], [0.2, 0.6, -1.1], [0.4, 1.7, 0.2], [0.0, 1.7, -0.6], [-0.2, -0.7, -0.5], [0.3, -0.1, 0.4], [0.3, 1.4, -0.2], [-0.3, 0.7, -1.4], [-1.2, -0.2, 0.6], [1.6, -0.3, 0.6], [0.3, 0.3, -0.3], [-0.2, -0.2, 0.1], [0.0, 0.2, -0.3], [0.1, 0.6, -0.5], [0.0, -0.6, 0.9], [0.2, -0.5, -0.4], [-0.1, 1.0, 0.4], [1.3, -0.6, 0.0], [-0.7, 0.0, 0.7], [-0.8, -0.6, -0.1], [0.8, 0.5, 0.7], [0.8, -0.4, 0.3], [0.2, -1.3, 1.4], [-0.2, 0.8, -1.7], [0.2, 0.6, 0.4], [-0.7, 0.2, -0.2], [-1.0, -0.8, -0.6], [0.4, 1.6, -1.8], [1.0, -1.5, 2.5], [-0.7, 0.8, 1.6], [0.0, -0.2, -0.8], [-1.0, 0.0, 1.3], [0.9, -0.4, 0.4], [-0.6, 0.2, -2.1], [-0.6, -0.5, -0.2], [0.1, 0.2, -0.1], [-0.4, 0.2, 0.0], [-0.1, 0.6, -0.6], [-0.1, 0.0, 0.0], [0.5, -1.1, -0.1], [0.5, -0.6, 0.2], [0.3, 0.3, 0.0], [-0.8, 1.0, 0.2], [0.5, -0.7, -0.6], [-0.2, 0.4, -0.3], [0.1, 0.7, -1.0], [-0.2, -0.2, 0.7]],
  "lowdin_charge": [0.95, -0.68, 1.00, -0.41, -0.09, -0.09, -0.08, -0.06, -0.33, 1.11, -0.39, -0.07, -0.08, -0.08, -0.08, -0.12, -0.37, -0.12, -0.06, -0.08, -0.05, -0.09, -0.37, -0.10, -0.09, -0.08, -0.09, -0.32, 1.19, -0.37, -0.10, -0.08, -0.11, -0.08, -0.11, -0.44, -0.09, -0.07, -0.11, -0.08, -0.11, 0.11, 0.11, 0.11, 0.10, 0.08, 0.10, 0.11, 0.08, 0.10, 0.05, 0.09, 0.09, 0.10, 0.04, 0.10, 0.13, 0.11, 0.11, 0.08, 0.10, 0.09, 0.12, 0.08, 0.11, 0.10, 0.10, 0.09, 0.11, 0.00, -0.26, -0.13, 0.05, -0.21, -0.06, -0.01, -0.37, -0.11, -0.34, 0.04, 0.02, 0.14, 0.10, 0.13, 0.08, -0.16, -0.01, -0.02, -0.26, 0.03, -0.09, -0.11, -0.24, -0.09, -0.10, -0.15, -0.38, -0.09, -0.11, 1.35, -0.35, -0.11, -0.08, -0.08, -0.02, -0.25, -0.22, -0.03, -0.12, -0.10, -0.12, -0.33, 0.10, 0.10, 0.07, 0.11, 0.10, 0.11, 0.10, 0.10, 0.13, 0.09, 0.11, 0.12, 0.10]
}



(3)
{
  "formula": "C4H4ClNS",
  "method": "ωB97M-V/def2-TZVPD",
  "e_homo_ha": -0.3574,
  "homo_lumo_gap_ha": 0.331,
  "relative_energy_kj_mol": 362.1,
  "species": ["C", "C", "C", "C", "N", "S", "Cl", "H", "H", "H", "H"],
  "coordinates": [[-0.189, -2.421, 0.427], [-2.646, -1.081, 0.085], [-1.440, -0.730, 0.540], [0.715, 1.174, 0.184], [0.468, -3.342, 0.236], [-0.809, 0.806, 1.096], [-3.884, 0.114, -0.174], [-2.790, -2.096, -0.217], [0.540, 1.317, -0.942], [1.650, 0.605, 0.429], [1.089, 2.206, 0.444]],
  "forces_ev_per_a": [[-2.8, 3.9, 0.4], [1.3, 0.9, 0.2], [2.0, -1.8, -0.8], [1.3, 1.3, -1.7], [0.4, -0.5, 0.0], [0.3, -0.8, 0.2], [0.4, -0.7, 0.1], [-0.6, -0.3, 0.0], [0.2, -0.9, 1.6], [-1.3, -0.3, -0.3], [-1.1, -0.7, 0.4]],
  "nbo_charge": [0.20, -0.27, -0.12, -0.79, -0.43, 0.35, 0.04, 0.26, 0.24, 0.25, 0.26]
}



(4)
{
  "formula": "C44H44BF7NO2",
  "method": "ωB97M-V/def2-TZVPD",
  "e_homo_ha": -0.4021,
  "homo_lumo_gap_ha": 0.297,
  "total_charge": 1,
  "species": ["C", "C", "B", "O", "N", "O", "H", "H", "H", "H", "H", "H", "H", "H", "H", "F", "C", "C", "C", "C", "C", "C", "H", "H", "H", "H", "H", "F", "C", "C", "C", "C", "C", "C", "H", "H", "H", "H", "H", "F", "C", "C", "C", "C", "C", "C", "H", "H", "H", "H", "H", "F", "C", "C", "C", "C", "C", "C", "H", "H", "H", "H", "H", "F", "C", "C", "C", "C", "C", "C", "H", "H", "H", "H", "H", "F", "C", "C", "C", "C", "C", "C", "H", "H", "H", "H", "H", "F", "C", "C", "C", "C", "C", "C", "H", "H", "H", "H", "H"],
  "coordinates": [[-1.396, 3.786, -0.708], [-1.593, 2.332, -1.212], [-0.197, 1.702, -1.211], [0.593, 1.892, -2.244], [0.269, 0.897, 0.063], [-0.689, -0.039, 0.501], [-2.337, 4.269, -0.506], [-0.808, 4.311, -1.449], [-0.785, 3.756, 0.179], [-2.264, 1.827, -0.530], [-1.998, 2.327, -2.212], [1.381, 1.321, -2.313], [1.158, 0.415, -0.108], [0.398, 1.559, 0.835], [-1.246, 0.434, 1.158], [2.135, -0.797, -2.385], [2.032, -1.562, -3.530], [2.378, -0.967, -4.721], [2.288, -1.719, -5.881], [1.858, -3.036, -5.822], [1.518, -3.609, -4.605], [1.605, -2.865, -3.435], [2.711, 0.063, -4.740], [2.559, -1.274, -6.828], [1.789, -3.619, -6.729], [1.183, -4.630, -4.566], [1.353, -3.294, -2.475], [0.649, -5.892, -2.915], [-0.348, -6.817, -2.875], [-0.180, -8.033, -3.498], [-1.216, -8.954, -3.424], [-2.387, -8.645, -2.743], [-2.526, -7.407, -2.130], [-1.497, -6.485, -2.198], [0.740, -8.253, -4.023], [-1.105, -9.919, -3.899], [-3.187, -9.369, -2.689], [-3.434, -7.156, -1.609], [-1.578, -5.514, -1.733], [-1.691, 1.622, 2.782], [-2.140, 2.905, 3.005], [-3.492, 3.138, 3.092], [-3.916, 4.442, 3.305], [-2.992, 5.473, 3.416], [-1.634, 5.204, 3.320], [-1.204, 3.903, 3.118], [-4.194, 2.320, 2.996], [-4.973, 4.652, 3.384], [-3.331, 6.486, 3.579], [-0.911, 6.003, 3.403], [-0.151, 3.653, 3.052], [-3.782, -6.242, 0.440], [-3.929, -4.910, 0.590], [-5.166, -4.407, 0.934], [-5.305, -3.036, 1.087], [-4.220, -2.194, 0.884], [-2.988, -2.726, 0.532], [-2.834, -4.095, 0.391], [-5.999, -5.080, 1.080], [-6.266, -2.625, 1.363], [-4.341, -1.125, 0.999], [-2.141, -2.075, 0.365], [-1.878, -4.530, 0.136], [5.043, -2.811, 3.148], [4.700, -1.664, 2.549], [4.245, -1.702, 1.247], [3.885, -0.512, 0.632], [3.994, 0.694, 1.317], [4.452, 0.703, 2.633], [4.805, -0.483, 3.256], [4.179, -2.649, 0.729], [3.531, -0.534, -0.393], [3.724, 1.624, 0.828], [4.532, 1.636, 3.174], [5.152, -0.499, 4.280], [0.882, 8.142, -1.435], [1.025, 7.507, -2.615], [0.802, 8.202, -3.785], [0.952, 7.537, -4.993], [1.310, 6.196, -5.018], [1.529, 5.520, -3.826], [1.394, 6.178, -2.615], [0.514, 9.244, -3.744], [0.784, 8.069, -5.919], [1.418, 5.682, -5.963], [1.806, 4.474, -3.843], [1.570, 5.667, -1.677], [1.020, 3.091, 5.503], [1.162, 1.791, 5.839], [0.933, 1.412, 7.144], [1.070, 0.074, 7.478], [1.426, -0.859, 6.514], [1.642, -0.454, 5.206], [1.511, 0.884, 4.860], [0.659, 2.155, 7.881], [0.894, -0.241, 8.496], [1.527, -1.901, 6.782], [1.913, -1.178, 4.449], [1.668, 1.217, 3.841]],
  "forces_ev_per_a": [[0.4, -0.7, -0.6], [0.0, 0.3, 0.9], [-1.4, 0.0, -0.3], [1.4, -0.8, -0.2], [0.0, 0.6, -0.1], [0.0, -0.1, 0.0], [-0.2, 0.3, 0.1], [-0.1, 0.5, -0.2], [0.0, 0.3, 0.7], [-0.4, -0.2, 0.0], [-0.2, -0.1, -0.3], [-0.1, 0.3, -0.2], [-0.1, -0.4, 0.4], [0.4, 0.0, 0.0], [0.2, -0.1, -0.1], [-0.2, 0.1, 0.2], [0.1, 0.0, -0.3], [0.0, 0.2, 0.0], [0.0, -0.1, 0.0], [0.0, 0.0, 0.0], [0.1, 0.3, -0.2], [-0.1, -0.1, 0.3], [0.0, 0.0, 0.0], [0.0, 0.0, 0.0], [0.0, 0.0, 0.0], [0.0, -0.1, 0.0], [0.0, 0.0, 0.0], [0.0, -0.2, 0.0], [0.0, 0.0, 0.0], [0.2, 0.0, -0.1], [-0.1, 0.0, 0.1], [0.1, 0.0, 0.0], [0.0, -0.2, -0.2], [-0.1, 0.2, 0.1], [0.0, 0.0, 0.0], [0.0, 0.0, 0.0], [0.0, 0.0, 0.0], [-0.1, 0.0, 0.1], [0.0, 0.0, 0.0], [0.0, -0.1, -0.2], [0.0, 0.2, 0.0], [-0.2, -0.3, -0.1], [0.1, 0.1, 0.0], [0.0, 0.0, 0.0], [-0.1, 0.0, 0.0], [0.4, -0.2, -0.1], [0.0, 0.0, 0.0], [0.0, 0.0, 0.0], [0.0, 0.0, 0.0], [0.0, 0.0, 0.0], [0.0, 0.1, 0.1], [0.0, 0.1, 0.1], [0.0, 0.0, 0.0], [-0.1, -0.1, 0.0], [0.0, 0.0, 0.0], [0.0, 0.0, 0.0], [-0.1, 0.1, 0.1], [0.2, 0.0, 0.0], [0.0, 0.0, 0.0], [0.0, 0.0, 0.0], [0.0, 0.0, 0.0], [0.0, 0.0, 0.0], [0.0, 0.0, 0.0], [0.0, 0.0, 0.0], [0.0, 0.0, 0.0], [-0.1, -0.2, -0.1], [-0.1, 0.2, 0.0], [-0.1, -0.1, 0.1], [-0.1, 0.0, -0.2], [0.0, 0.1, 0.2], [0.0, 0.0, 0.0], [0.1, 0.0, 0.0], [0.1, 0.0, 0.0], [0.0, 0.0, 0.0], [0.0, 0.0, 0.0], [0.0, 0.0, 0.0], [0.0, 0.0, 0.0], [0.0, 0.1, 0.0], [0.0, -0.1, 0.0], [0.0, 0.0, 0.0], [0.0, 0.0, -0.1], [0.0, -0.2, 0.2], [0.0, 0.0, 0.0], [0.0, 0.0, 0.0], [0.0, 0.0, 0.0], [0.0, 0.0, 0.0], [0.0, 0.1, 0.0], [0.0, 0.1, -0.1], [-0.1, -0.1, 0.0], [0.0, 0.1, 0.1], [0.0, -0.1, 0.0], [0.0, -0.1, 0.0], [0.0, 0.0, 0.0], [0.0, 0.0, -0.1], [0.0, 0.0, 0.0], [0.0, 0.0, 0.0], [0.0, 0.0, 0.0], [0.0, 0.0, 0.0], [0.1, 0.0, 0.0]],
  "lowdin_charge": [-0.05, -0.10, -0.48, 0.26, 0.16, 0.04, 0.09, 0.07, 0.05, 0.10, 0.12, 0.12, 0.16, 0.18, 0.11, -0.01, -0.26, -0.02, -0.07, -0.07, -0.06, -0.01, 0.12, 0.11, 0.11, 0.09, 0.11, 0.03, -0.27, -0.01, -0.07, -0.08, -0.07, -0.02, 0.12, 0.11, 0.11, 0.09, 0.09, 0.01, -0.27, -0.01, -0.06, -0.07, -0.06, -0.04, 0.12, 0.11, 0.11, 0.11, 0.11, 0.06, -0.27, 0.00, -0.07, -0.10, -0.08, -0.02, 0.12, 0.11, 0.09, 0.08, 0.11, 0.08, -0.28, 0.00, -0.10, -0.11, -0.09, -0.01, 0.12, 0.08, 0.09, 0.11, 0.13, 0.06, -0.29, -0.01, -0.07, -0.09, -0.09, -0.04, 0.12, 0.11, 0.10, 0.10, 0.11, 0.05, -0.29, -0.01, -0.07, -0.08, -0.09, -0.03, 0.12, 0.11, 0.11, 0.10, 0.10]
}



Which formula does entry 3 have?
C4H4ClNS



What is the formula in the second record?
C62H49AsCsN2O7P2S